Entry from the OMol25 dataset: a 11-piece molecular cluster, C23H53IN12O23S2 overall in a non-equilibrium geometry (ωB97M-V/def2-TZVPD).

Summary:
F_max (Eh/bohr): 0.046
Net charge: 0
M (u): 1056.8
HOMO (eV): -8.4
Calculated total energy (Ha): -4388.80966
HOMO-LUMO gap (eV): 8.047

Structure (XYZ):
```
114
C23H53IN12O23S2 | the OMol25 dataset | ωB97M-V/def2-TZVPD
C -3.49 1.35 2.48
C -2.65 2.24 3.41
N -1.59 1.41 4.06
C -1.11 1.98 5.35
C -1.00 3.51 5.44
C -0.56 1.13 3.16
S 0.71 2.10 2.81
S -0.74 -0.44 2.37
C 0.96 -0.98 2.05
C 0.89 -2.17 1.11
C 0.90 -1.74 -0.38
C 1.46 -2.87 -1.18
O 2.66 -3.03 -1.35
O 0.52 -3.76 -1.66
C 0.52 -3.95 -3.05
I 2.02 -5.40 -3.67
N 0.49 -2.68 -3.75
C 1.73 -2.26 -4.41
C -0.60 -2.74 -4.73
C -0.54 -3.74 -5.85
O -1.56 -1.99 -4.59
H -2.94 1.25 1.54
H -4.46 1.77 2.29
H -3.55 0.36 2.94
H -3.29 2.71 4.15
H -2.15 2.99 2.81
H -0.12 1.57 5.51
H -1.78 1.60 6.11
H -0.79 3.96 4.48
H -0.17 3.76 6.09
H -1.90 3.94 5.87
H 1.37 -1.30 3.01
H 1.57 -0.17 1.69
H -0.02 -2.72 1.29
H 1.76 -2.80 1.28
H 1.49 -0.84 -0.53
H -0.12 -1.54 -0.69
H -0.41 -4.47 -3.23
H 1.62 -1.19 -4.62
H 1.90 -2.73 -5.37
H 2.60 -2.35 -3.77
H -1.13 -3.40 -6.69
H 0.46 -3.93 -6.22
H -0.95 -4.70 -5.57
C -4.75 2.24 -2.22
N -4.16 2.42 -0.87
O -3.19 1.76 -0.58
O -4.71 3.22 -0.14
H -4.17 1.50 -2.76
H -5.78 1.92 -2.08
H -4.72 3.21 -2.72
C 1.54 -6.38 1.83
N 1.92 -5.47 2.95
O 1.31 -4.43 3.07
O 2.81 -5.84 3.68
H 0.74 -5.91 1.27
H 2.43 -6.51 1.21
H 1.23 -7.32 2.26
C -4.33 6.89 2.78
N -3.59 5.83 3.53
O -3.90 5.63 4.69
O -2.73 5.24 2.92
H -5.07 7.32 3.45
H -3.61 7.62 2.46
H -4.80 6.41 1.93
C -1.34 8.52 -1.12
N -2.30 8.23 -0.01
O -3.45 8.58 -0.15
O -1.85 7.65 0.96
H -1.88 9.03 -1.91
H -0.55 9.14 -0.71
H -0.95 7.57 -1.46
C 4.24 0.32 3.55
N 5.10 1.42 4.07
O 5.73 1.22 5.08
O 5.11 2.45 3.43
H 4.33 -0.53 4.21
H 3.22 0.69 3.52
H 4.60 0.08 2.55
C -4.33 -5.16 -5.04
N -4.26 -5.99 -6.28
O -5.18 -6.74 -6.51
O -3.28 -5.84 -6.98
H -5.25 -5.39 -4.52
H -3.47 -5.41 -4.43
H -4.30 -4.12 -5.34
C 1.50 1.91 -4.77
N 2.45 2.80 -5.49
O 2.57 2.64 -6.69
O 3.04 3.62 -4.83
H 1.04 1.23 -5.48
H 2.07 1.36 -4.02
H 0.75 2.54 -4.30
C 5.70 -3.04 -1.51
N 6.99 -2.81 -0.82
O 7.65 -3.77 -0.49
O 7.30 -1.66 -0.61
H 5.55 -4.11 -1.62
H 4.91 -2.60 -0.91
H 5.76 -2.56 -2.48
C -7.93 3.71 1.91
N -8.16 3.30 0.50
O -8.94 3.95 -0.16
O -7.54 2.33 0.12
H -8.54 4.58 2.12
H -8.20 2.87 2.55
H -6.87 3.94 2.01
C 9.47 -4.32 1.90
N 10.33 -5.39 2.47
O 10.26 -5.60 3.66
O 11.05 -5.99 1.70
H 8.89 -3.88 2.70
H 10.13 -3.58 1.44
H 8.83 -4.77 1.15
```

Atomic partial charges in e from the Mulliken method, atoms 1 to 4:
1. C -1.4644
2. C -0.3109
3. N -0.0048
4. C -0.7950



Entry from the OMol25 dataset: a 2-piece molecular cluster, C4H9NO overall (ωB97M-V/def2-TZVPD).

Summary:
F_max (Eh/bohr): 0.013
Net charge: 0
M (u): 87.1
HOMO (eV): -8.5
Calculated total energy (Ha): -287.72829
HOMO-LUMO gap (eV): 9.610

Structure (XYZ):
```
15
C4H9NO | the OMol25 dataset | ωB97M-V/def2-TZVPD
C -0.46 -0.56 2.14
C -1.18 0.32 1.15
C -0.59 1.32 0.49
C 1.04 -0.16 -1.42
O -0.02 -0.98 -1.53
N 1.65 -0.13 -2.61
H -0.83 -1.59 2.12
H -0.60 -0.18 3.16
H 0.61 -0.57 1.93
H -0.50 -0.89 -0.69
H -2.25 0.14 1.00
H -1.12 1.95 -0.21
H 0.47 1.50 0.60
H 1.33 -0.64 -3.42
H 2.45 0.47 -2.71
```

Atomic partial charges in e from the Mulliken method, atoms 1 to 4:
1. C -0.9347
2. C -0.1744
3. C -0.6770
4. C -0.2465



The calculation returns the following LUMO level values, one per record and in order: -0.38; 1.11 eV.
The calculation returns the following relative energy (zero: lowest compared OMol25 entry of this formula, charge and spin) values, one per record and in order: 36.2; 273.5 kJ/mol.